(1)
A molecular structure, C22H18BrF5N5O2PdSSb. Source: the Open Molecules 2025 dataset; level of theory: the ωB97M-V functional and the def2-TZVPD basis.

```
56
Properties=species:S:1:pos:R:3:lowdin_charge:R:1
Pd 0.018 -0.243 -0.211 0.71
F -2.454 -0.135 6.114 0.17
C -1.654 -0.294 5.077 -0.12
C -1.862 0.433 3.918 -0.14
F -2.857 1.315 3.823 0.13
C -1.009 0.246 2.849 -0.24
F -1.273 1.004 1.728 -0.05
C 0.070 -0.618 2.854 -0.49
S 1.250 -0.788 1.535 0.74
C 0.244 -1.346 4.030 -0.23
F 1.246 -2.209 4.124 0.12
C -0.596 -1.192 5.126 -0.13
F -0.392 -1.901 6.219 0.17
N 2.402 -1.430 -4.119 0.05
C 2.237 -0.346 -3.350 -0.12
N 1.515 -0.663 -2.293 0.10
C 1.270 -1.991 -2.483 -0.31
N 1.786 -2.488 -3.583 0.15
C 0.477 -2.793 -1.543 -0.16
C 0.438 -4.184 -1.636 -0.02
N -0.259 -4.933 -0.801 0.14
C -0.947 -4.306 0.144 -0.06
C -0.927 -2.927 0.271 -0.08
N -0.217 -2.176 -0.579 -0.05
H 2.905 -1.527 -4.988 0.17
H 2.648 0.619 -3.594 0.13
H 1.002 -4.680 -2.416 0.13
H -1.527 -4.906 0.833 0.13
H -1.489 -2.419 1.040 0.12
Br -2.627 5.867 -5.909 0.86
C -2.130 4.664 -4.568 -0.67
C -0.891 4.806 -3.945 -0.09
C -0.523 3.913 -2.960 -0.04
C -1.381 2.868 -2.605 -0.17
C -2.613 2.719 -3.253 0.02
C -2.994 3.627 -4.218 -0.08
C -0.988 1.850 -1.646 -0.47
O -1.361 0.702 -1.645 0.05
O -0.030 2.190 -0.668 -0.33
H -0.226 5.603 -4.247 0.12
H 0.455 3.998 -2.502 0.11
H -3.266 1.898 -2.988 0.14
H -3.951 3.534 -4.712 0.12
C 0.470 5.386 -0.145 -0.21
Sb -0.220 3.594 0.699 1.69
C -2.279 3.866 0.953 -0.17
C 0.755 3.351 2.546 -0.16
H 0.440 6.107 0.673 0.04
H -0.215 5.687 -0.935 0.03
H 1.487 5.313 -0.522 0.05
H -2.422 4.909 1.238 0.05
H -2.654 3.210 1.735 0.03
H -2.797 3.679 0.014 0.04
H 0.488 4.307 3.001 0.05
H 1.831 3.251 2.437 0.05
H 0.338 2.515 3.091 0.02
```

E = -5112.46471 hartree
E_LUMO = -6.977 eV
Relative energy (zero: lowest compared OMol25 entry of this formula, charge and spin) = 13.3 kcal per mole
Charge = +2
Orbital gap = 6.854 eV

=====

(2)
4 unconnected molecules or ions with the total composition C29H58Cl2N4O10. Source: the Open Molecules 2025 dataset; level of theory: the ωB97M-V functional and the def2-TZVPD basis.

```
103
Properties=species:S:1:pos:R:3:lowdin_charge:R:1
C 5.023 0.771 -3.184 -0.11
C 4.760 1.982 -4.091 -0.23
C 3.242 2.273 -4.205 -0.19
C 2.873 3.748 -4.354 -0.18
N 1.992 4.205 -3.246 0.02
C 0.793 3.456 -3.173 -0.23
C 0.499 2.520 -2.244 -0.51
Cl 1.529 2.117 -0.948 0.80
C -0.830 1.822 -2.272 -0.32
O -1.314 1.307 -1.291 0.10
C -1.566 1.789 -3.566 -0.12
C -2.606 0.719 -3.735 -0.14
O -2.028 -0.583 -3.726 -0.11
O -2.146 -1.167 -2.427 -0.03
C -1.293 2.739 -4.461 -0.51
Cl -2.088 2.909 -5.966 0.79
C -0.262 3.781 -4.182 -0.35
O -0.255 4.842 -4.750 0.12
H 5.796 0.108 -3.573 0.07
H 5.338 1.083 -2.188 0.07
H 4.120 0.174 -3.049 0.05
H 5.175 1.794 -5.080 0.10
H 5.235 2.860 -3.653 0.10
H 2.778 1.882 -3.301 0.05
H 2.829 1.693 -5.033 0.12
H 3.774 4.359 -4.323 0.11
H 2.400 3.929 -5.327 0.11
H 1.734 5.168 -3.446 0.12
H -3.097 0.832 -4.700 0.11
H -3.358 0.798 -2.946 0.14
H -2.899 -1.766 -2.547 0.11
C -5.912 2.564 1.734 -0.12
O -4.968 1.571 2.069 -0.19
C -3.934 1.370 1.109 -0.20
C -2.602 1.915 1.588 -0.21
N -2.594 3.372 1.599 -0.04
C -1.445 3.985 2.257 -0.20
C -1.162 3.656 3.718 -0.23
O -2.088 4.197 4.639 -0.18
C -3.285 3.463 4.799 -0.10
H -6.758 2.449 2.411 0.09
H -5.515 3.579 1.850 0.08
H -6.267 2.445 0.706 0.09
H -4.210 1.802 0.142 0.12
H -3.833 0.292 0.971 0.10
H -1.820 1.567 0.910 0.10
H -2.404 1.477 2.577 0.10
H -3.444 3.711 2.029 0.07
H -1.570 5.069 2.184 0.12
H -0.550 3.730 1.678 0.11
H -0.202 4.113 3.968 0.12
H -1.053 2.577 3.886 0.11
H -3.109 2.385 4.738 0.09
H -4.042 3.741 4.059 0.07
H -3.681 3.697 5.787 0.09
C -3.049 -1.849 2.263 -0.11
O -2.766 -1.834 0.877 -0.20
C -1.396 -1.844 0.509 -0.22
C -0.991 -3.189 -0.057 -0.21
N -0.968 -4.224 0.964 -0.04
C -0.802 -5.589 0.476 -0.20
C -1.817 -6.152 -0.512 -0.23
O -3.096 -6.410 0.033 -0.18
C -3.949 -5.289 0.139 -0.10
H -4.085 -1.534 2.379 0.09
H -2.935 -2.846 2.705 0.08
H -2.409 -1.148 2.808 0.09
H -0.766 -1.570 1.362 0.12
H -1.265 -1.085 -0.266 0.09
H 0.011 -3.097 -0.481 0.11
H -1.675 -3.416 -0.887 0.10
H -1.811 -4.168 1.520 0.07
H -0.795 -6.247 1.348 0.12
H 0.190 -5.665 0.016 0.12
H -1.440 -7.123 -0.840 0.12
H -1.911 -5.529 -1.411 0.11
H -3.820 -4.603 -0.703 0.08
H -3.796 -4.739 1.072 0.07
H -4.974 -5.659 0.134 0.09
C 5.891 -1.808 -0.467 -0.11
O 4.774 -0.946 -0.450 -0.21
C 3.523 -1.565 -0.686 -0.22
C 2.679 -1.633 0.565 -0.21
N 3.208 -2.581 1.533 -0.04
C 2.565 -2.564 2.844 -0.19
C 2.549 -1.267 3.645 -0.23
O 3.805 -0.868 4.157 -0.18
C 4.644 -0.187 3.247 -0.10
H 6.780 -1.182 -0.544 0.09
H 5.974 -2.410 0.445 0.08
H 5.861 -2.482 -1.329 0.09
H 3.659 -2.556 -1.130 0.13
H 2.990 -0.942 -1.411 0.10
H 1.676 -1.953 0.276 0.10
H 2.594 -0.612 0.961 0.10
H 4.202 -2.429 1.645 0.07
H 3.059 -3.321 3.457 0.12
H 1.527 -2.890 2.715 0.11
H 1.919 -1.441 4.520 0.12
H 2.093 -0.439 3.086 0.11
H 4.072 0.465 2.581 0.09
H 5.244 -0.875 2.644 0.07
H 5.328 0.427 3.832 0.09
```

E = -3031.29375 hartree
SMILES = CCCCNC1=C(Cl)C(=O)C(COO)=C(Cl)C1=O.COCCNCCOC.COCCNCCOC.COCCNCCOC
E_LUMO = -1.695 eV
Relative energy (zero: lowest compared OMol25 entry of this formula, charge and spin) = 0.0 kcal per mole
Charge = 0
Orbital gap = 6.793 eV

=====

(3)
A single C5H9NO2 molecule in a non-equilibrium geometry. Source: the Open Molecules 2025 dataset; level of theory: the ωB97M-V functional and the def2-TZVPD basis.

```
17
Properties=species:S:1:pos:R:3:lowdin_charge:R:1
C 1.719 -0.106 0.967 -0.05
C 0.397 0.341 0.499 -0.28
C -0.770 -0.557 0.228 -0.16
N -0.463 -1.950 0.518 -0.36
O 0.396 -2.435 -0.183 0.06
O -1.015 -2.584 1.445 0.06
C -0.223 0.316 -0.928 -0.26
C -1.065 1.456 -1.308 -0.09
H 1.939 -1.079 0.423 0.10
H 1.664 -0.127 2.057 0.09
H 2.366 0.695 0.593 0.09
H 0.050 1.376 0.884 0.16
H -1.792 -0.266 0.679 0.18
H 0.321 -0.364 -1.617 0.15
H -0.232 2.315 -1.499 0.14
H -1.727 1.699 -0.462 0.08
H -1.563 1.272 -2.298 0.09
```

E = -400.98954 hartree
SMILES = C[C@@H]1C([N+](=O)[O-])[C@H]1C
E_LUMO = 0.322 eV
Relative energy (zero: lowest compared OMol25 entry of this formula, charge and spin) = 117.5 kcal per mole
Charge = 0
Orbital gap = 10.542 eV

=====

(4)
2 unconnected molecules or ions with the total composition C5H9NO4 in a non-equilibrium geometry. Source: the Open Molecules 2025 dataset; level of theory: the ωB97M-V functional and the def2-TZVPD basis.

```
19
Properties=species:S:1:pos:R:3:mulliken_spin:R:1
C -1.628 1.875 1.030 0.01
C -1.642 0.862 1.656 0.00
C 1.408 1.720 0.071 0.02
C -1.407 -1.794 -1.311 0.03
C 0.060 -0.097 -0.423 0.66
N 0.838 -0.984 0.068 0.45
O 2.240 -0.740 0.313 0.03
O 0.516 -2.124 0.623 0.59
O 0.399 1.136 -0.665 0.09
O -1.157 -0.432 -0.811 0.09
H -1.294 2.665 0.524 0.01
H 2.686 -1.632 0.383 0.02
H -1.669 -0.081 2.252 0.00
H 2.226 1.915 -0.551 0.01
H 1.699 1.156 0.885 0.00
H 1.054 2.774 0.448 0.01
H -1.869 -2.498 -0.561 0.00
H -0.424 -2.101 -1.775 0.00
H -2.037 -1.619 -2.156 -0.01
```

E = -551.21250 hartree
E_LUMO (alpha / beta) = 0.707 / -1.248 eV
Relative energy (zero: lowest compared OMol25 entry of this formula, charge and spin) = 156.8 kcal per mole
Charge = 0
Multiplicity = 3
Orbital gap (alpha / beta) = 5.214 / 8.874 eV

=====

(5)
A single C4H10N4 molecule in a non-equilibrium geometry. Source: the Open Molecules 2025 dataset; level of theory: the ωB97M-V functional and the def2-TZVPD basis.

```
18
Properties=species:S:1:pos:R:3:lowdin_charge:R:1
H -1.429 2.272 -3.036 0.03
N -1.048 2.299 -2.090 0.05
C -0.187 1.359 -1.971 -0.31
N 0.537 1.203 -0.773 -0.06
N 1.174 0.002 -0.512 -0.08
C 0.257 -1.155 -0.301 -0.16
C -0.339 -1.131 1.108 -0.32
C 0.423 -0.674 2.283 -0.15
N -0.632 0.160 1.704 0.01
H 0.057 0.637 -2.767 0.12
H 0.052 1.614 0.024 0.11
H 1.800 -0.176 -1.299 0.11
H -0.557 -1.080 -1.008 0.09
H 0.778 -2.137 -0.341 0.13
H -1.054 -1.917 1.290 0.13
H 0.187 -1.188 3.230 0.10
H 1.464 -0.325 2.217 0.10
H -1.483 0.238 2.243 0.10
```

E = -377.34757 hartree
SMILES = [H]/N=C/NNC[C@H]1CN1
E_LUMO = 0.961 eV
Relative energy (zero: lowest compared OMol25 entry of this formula, charge and spin) = 62.3 kcal per mole
Charge = 0
Orbital gap = 9.520 eV

=====

(6)
A single C14H17N3O3S2 molecule in a non-equilibrium geometry. Source: the Open Molecules 2025 dataset; level of theory: the ωB97M-V functional and the def2-TZVPD basis.

```
39
Properties=species:S:1:pos:R:3:lowdin_charge:R:1
O 0.705 4.565 2.243 0.07
C 0.838 3.467 1.783 -0.47
C 0.808 3.254 0.252 -0.28
S 2.441 2.437 -0.258 0.99
C 1.979 1.210 -1.411 -0.70
N 2.112 -0.019 -1.099 0.11
C 1.508 -1.103 -1.736 -0.34
C 1.645 -2.344 -1.208 -0.01
C 1.103 -3.496 -1.837 -0.04
C 0.291 -3.339 -2.983 -0.06
C -0.014 -2.019 -3.380 -0.01
C 0.698 -0.960 -2.734 -0.21
S 0.287 0.742 -3.184 0.75
O 0.203 0.939 -4.645 -0.31
O -0.906 1.288 -2.458 -0.32
N 1.456 1.688 -2.619 -0.07
N 0.744 2.355 2.701 -0.05
C 0.449 2.564 4.180 -0.10
C -0.404 1.466 4.892 -0.16
C -0.264 0.060 4.212 -0.21
C -0.520 0.154 2.698 -0.11
C 0.732 1.038 2.175 -0.18
H -0.003 2.590 0.026 0.08
H 0.622 4.141 -0.319 0.08
H 2.156 -2.283 -0.225 0.13
H 1.504 -4.499 -1.450 0.13
H -0.169 -4.031 -3.668 0.10
H -0.721 -1.845 -4.152 0.11
H 1.293 2.672 -2.606 0.11
H -0.053 3.518 4.370 0.11
H 1.451 2.672 4.650 0.12
H -0.047 1.432 5.886 0.08
H -1.461 1.794 4.985 0.11
H -0.922 -0.668 4.616 0.09
H 0.731 -0.217 4.460 0.09
H -1.510 0.618 2.625 0.12
H -0.464 -0.806 2.192 0.10
H 0.703 1.076 1.192 0.01
H 1.636 0.530 2.470 0.12
```

E = -1729.93818 hartree
SMILES = O=C(CSC1=Nc2ccccc2S(=O)(=O)N1)N1CCCCC1
E_LUMO = -0.349 eV
Relative energy (zero: lowest compared OMol25 entry of this formula, charge and spin) = 93.6 kcal per mole
Charge = 0
Orbital gap = 8.601 eV

=====

(7)
A molecular structure, C48H54N6NaOP. Source: the Open Molecules 2025 dataset; level of theory: the ωB97M-V functional and the def2-TZVPD basis.

```
111
Properties=species:S:1:pos:R:3:lowdin_charge:R:1
Na -0.263 -0.010 -0.108 0.28
C -2.502 2.273 3.062 -0.06
C -1.570 1.410 2.468 -0.16
N -1.011 1.637 1.300 0.08
C -1.291 2.784 0.638 -0.13
C -2.204 3.737 1.173 -0.17
C -2.824 3.427 2.402 -0.02
C -2.448 4.945 0.491 -0.08
C -1.768 5.190 -0.673 -0.10
C -0.860 4.274 -1.216 -0.02
C -0.590 3.033 -0.619 -0.21
N 0.238 2.041 -0.995 0.04
C 1.129 1.982 -2.006 -0.21
C 1.366 2.879 -3.056 -0.02
C 2.358 2.666 -4.020 -0.10
C 3.170 1.564 -3.999 -0.08
C 2.993 0.613 -2.973 -0.16
C 3.796 -0.543 -2.876 -0.02
C 3.604 -1.428 -1.851 -0.06
C 2.579 -1.159 -0.933 -0.15
N 1.795 -0.107 -1.001 0.09
C 1.983 0.800 -1.988 -0.13
H -2.947 2.023 4.017 0.10
H -1.259 0.499 2.974 0.10
H -3.543 4.124 2.817 0.11
H -3.142 5.667 0.902 0.10
H -1.932 6.122 -1.202 0.10
H -0.364 4.564 -2.123 0.07
H 0.775 3.769 -3.161 0.07
H 2.478 3.403 -4.806 0.10
H 3.941 1.414 -4.744 0.10
H 4.563 -0.714 -3.623 0.11
H 4.218 -2.312 -1.741 0.10
H 2.391 -1.833 -0.100 0.09
N 4.755 0.904 5.794 0.17
C 5.659 0.579 6.778 -0.19
C 6.404 1.339 7.672 -0.03
C 7.203 0.647 8.560 -0.10
C 7.262 -0.754 8.560 -0.10
C 6.521 -1.507 7.673 -0.02
C 5.702 -0.828 6.772 -0.23
N 4.847 -1.319 5.811 0.18
C 4.304 -0.272 5.250 -0.27
C 3.296 -0.352 4.191 -0.13
C 2.861 0.746 3.456 0.01
C 1.879 0.568 2.493 -0.12
N 1.314 -0.609 2.242 0.08
C 1.745 -1.662 2.937 -0.13
C 2.725 -1.594 3.907 0.00
H 4.470 1.830 5.531 0.15
H 6.363 2.421 7.676 0.11
H 7.797 1.198 9.278 0.10
H 7.905 -1.251 9.276 0.10
H 6.564 -2.588 7.663 0.11
H 3.277 1.733 3.611 0.11
H 1.526 1.394 1.884 0.11
H 1.267 -2.613 2.712 0.09
H 3.057 -2.466 4.450 0.11
O -1.409 -1.671 -0.540 -0.34
P -1.619 -2.970 0.165 0.82
C -0.042 -3.926 0.137 -0.32
C 0.011 -5.311 0.831 -0.18
C 0.491 -6.420 -0.107 -0.20
C 1.835 -6.083 -0.754 -0.18
C 1.860 -4.643 -1.318 -0.18
C 0.476 -3.994 -1.308 -0.20
C -2.052 -2.573 1.911 -0.31
C -2.326 -3.684 2.944 -0.17
C -3.827 -3.895 3.143 -0.19
C -4.465 -2.649 3.778 -0.18
C -3.763 -1.366 3.300 -0.19
C -3.213 -1.555 1.888 -0.19
C -2.876 -3.969 -0.733 -0.32
C -4.171 -3.194 -0.995 -0.20
C -4.915 -3.849 -2.166 -0.18
C -4.828 -5.390 -2.103 -0.19
C -4.554 -5.869 -0.679 -0.19
C -3.185 -5.375 -0.186 -0.18
H 0.626 -3.229 0.659 0.09
H -0.965 -5.596 1.217 0.07
H 0.691 -5.264 1.686 0.12
H -0.252 -6.588 -0.891 0.10
H 0.570 -7.352 0.456 0.11
H 2.036 -6.805 -1.548 0.11
H 2.628 -6.201 -0.012 0.11
H 2.257 -4.638 -2.335 0.11
H 2.528 -4.023 -0.716 0.09
H -0.202 -4.571 -1.942 0.11
H 0.533 -2.986 -1.720 0.11
H -1.139 -2.032 2.202 0.10
H -1.898 -3.378 3.903 0.12
H -1.835 -4.619 2.680 0.08
H -4.005 -4.773 3.767 0.11
H -4.294 -4.089 2.174 0.09
H -4.410 -2.716 4.867 0.11
H -5.525 -2.613 3.518 0.11
H -2.933 -1.120 3.970 0.11
H -4.454 -0.522 3.322 0.11
H -2.870 -0.609 1.477 0.09
H -4.024 -1.904 1.246 0.10
H -2.378 -4.062 -1.706 0.12
H -3.950 -2.150 -1.217 0.11
H -4.806 -3.221 -0.106 0.10
H -4.486 -3.498 -3.107 0.11
H -5.958 -3.526 -2.155 0.11
H -4.025 -5.747 -2.753 0.11
H -5.755 -5.833 -2.470 0.11
H -4.587 -6.959 -0.634 0.11
H -5.346 -5.502 -0.020 0.11
H -2.413 -6.072 -0.517 0.10
H -3.179 -5.382 0.906 0.09
```

E = -2769.08940 hartree
E_LUMO = -0.087 eV
Relative energy (zero: lowest compared OMol25 entry of this formula, charge and spin) = 17.3 kcal per mole
Charge = 0
Orbital gap = 5.651 eV

=====

(8)
A single C2H12OSi3 molecule in a non-equilibrium geometry. Source: the Open Molecules 2025 dataset; level of theory: the ωB97M-V functional and the def2-TZVPD basis.

```
18
Properties=species:S:1:pos:R:3:lowdin_charge:R:1
C -1.775 0.810 1.475 -0.20
Si -1.442 -0.660 0.227 0.45
C -1.718 -0.047 -1.569 -0.20
O 0.163 -1.139 0.278 -0.56
Si 2.007 -0.968 0.813 0.53
Si 2.844 0.598 -0.805 0.49
H -1.516 0.582 2.501 0.00
H -1.222 1.690 1.046 0.04
H -2.831 0.913 1.754 0.01
H -2.285 -1.826 0.393 -0.03
H -1.548 -0.761 -2.362 0.02
H -2.704 0.311 -1.682 0.00
H -1.173 0.802 -1.840 -0.01
H 2.258 -0.776 2.269 -0.09
H 2.127 -2.398 0.805 -0.10
H 2.806 0.373 -2.191 -0.15
H 1.732 1.583 -0.729 -0.11
H 4.278 0.914 -0.380 -0.11
```

E = -1027.09985 hartree
SMILES = C[SiH](C)O[SiH2][SiH3]
E_LUMO = 0.498 eV
Relative energy (zero: lowest compared OMol25 entry of this formula, charge and spin) = 0.0 kcal per mole
Charge = 0
Orbital gap = 10.219 eV